This record from the OMol25 dataset describes a molecular structure, C16H26BBr2F6NO14S2Zr at a distorted geometry. The level of theory is ωB97M-V/def2-TZVPD.

Calculated total energy, hartree: -8348.18504
F_max, eV Å⁻¹: 5.9
HOMO level, eV: -9.87

Cartesian coordinates (Å):
Zr: 2.056 -1.714 -1.331
C: -1.494 -6.083 -1.261
F: -1.685 -6.515 -2.519
F: -1.810 -4.802 -1.146
F: -2.179 -6.779 -0.425
S: 0.483 -6.251 -1.040
O: 0.628 -7.532 -0.393
O: 1.064 -6.225 -2.389
N: 0.858 -4.802 -0.064
S: 0.441 -5.293 1.446
O: 0.373 -4.129 2.285
O: -0.813 -6.109 1.633
C: 1.894 -6.431 2.110
F: 1.759 -7.808 2.007
F: 2.998 -6.185 1.365
F: 2.253 -6.112 3.304
C: 6.288 0.213 1.921
C: 5.164 -0.289 1.044
O: 4.991 0.014 -0.176
O: 4.463 -1.228 1.275
H: 7.110 -0.503 1.934
H: 5.957 0.248 2.959
H: 6.600 1.198 1.573
C: 0.439 -1.205 -6.856
C: 0.854 -1.239 -5.335
O: 0.366 -2.006 -4.503
O: 1.719 -0.595 -4.773
H: 0.698 -2.174 -7.283
H: 1.059 -0.536 -7.452
H: -0.615 -1.056 -7.094
B: 0.026 0.307 -0.072
H: 0.594 -0.191 0.698
H: -0.548 -0.475 -0.546
H: -0.637 1.020 0.392
H: 0.705 0.727 -0.797
Br: -3.642 -1.844 3.379
C: -3.330 -0.490 4.848
C: -3.130 -1.283 6.188
Br: -3.166 -0.191 7.786
H: -4.161 0.215 4.829
H: -2.412 0.060 4.638
H: -2.283 -1.969 6.213
H: -3.970 -1.966 6.312
C: 2.125 4.504 2.217
C: 2.479 5.271 0.870
C: 1.946 6.653 0.757
O: 2.972 7.186 -0.074
C: 4.091 6.649 0.285
O: 5.192 7.055 -0.067
O: 3.879 5.479 0.881
H: 2.526 5.058 3.066
H: 2.553 3.507 2.317
H: 1.041 4.600 2.287
H: 2.106 4.680 0.034
H: 1.787 7.290 1.627
H: 1.042 6.569 0.154
C: -4.466 0.939 -2.554
C: -4.879 2.234 -1.872
C: -3.858 3.271 -1.415
O: -4.464 4.522 -1.890
C: -5.300 4.260 -2.888
O: -5.704 5.000 -3.785
O: -5.562 2.901 -2.943
H: -5.398 0.616 -3.018
H: -4.096 0.233 -1.810
H: -3.840 0.970 -3.446
H: -5.609 2.178 -1.065
H: -2.949 3.089 -1.988
H: -3.581 3.294 -0.362

Force components x, y, z for each atom (eV/Å):
Zr -2.5 1.8 1.7
C 2.3 0.4 -0.8
F -0.4 0.3 0.5
F -0.3 0.3 -0.3
F -0.4 -0.7 0.2
S -0.6 -0.5 -1.5
O 0.3 1.1 0.3
O -0.6 1.5 1.9
N -0.3 -2.9 -1.0
S -3.8 -1.2 2.3
O 1.5 0.4 -0.3
O 3.6 1.5 -1.4
C 1.2 -1.8 -2.3
F -0.8 2.2 0.6
F -0.3 0.5 -0.7
F -0.7 0.3 1.8
C -0.8 0.2 0.1
C 2.7 1.3 -2.0
O 0.2 1.9 -1.4
O -3.4 -4.0 2.6
H 0.0 0.0 -0.5
H -0.2 0.2 -0.1
H 0.1 -0.1 0.1
C 1.0 -0.4 0.8
C -1.2 -0.2 -2.3
O -2.2 -2.8 1.5
O 3.4 3.0 0.2
H -0.1 -0.3 0.3
H -0.1 0.5 0.5
H 0.0 0.2 0.6
B 0.9 -1.3 -0.7
H 2.9 -2.3 3.5
H -2.5 -3.5 -2.3
H -2.1 2.7 1.5
H 3.3 2.1 -3.5
Br 0.3 1.0 0.9
C 0.8 -0.9 0.7
C -1.3 -0.5 -1.0
Br 0.2 0.2 -0.2
H -0.1 -0.4 0.2
H -0.1 -0.2 -0.4
H 0.4 0.7 -0.2
H -0.2 0.2 0.0
C 0.1 1.6 -1.0
C -0.4 -2.2 3.6
C -1.1 -0.1 -1.2
O -1.9 2.3 -0.3
C 4.9 0.0 -2.2
O -2.1 -0.6 1.2
O 0.4 -0.6 0.2
H 0.1 0.3 -0.1
H -0.5 -0.1 -0.5
H -0.1 -0.8 0.2
H 0.6 -0.1 -0.3
H 0.2 -0.3 0.2
H -0.1 0.6 0.2
C -0.7 -0.4 0.8
C -0.2 0.5 -0.6
C 0.3 -0.1 -1.4
O 0.6 0.0 0.9
C -1.1 -0.3 -3.7
O 1.0 -1.3 3.1
O 0.1 2.0 0.2
H -0.1 -0.6 0.5
H 0.0 -0.3 -0.3
H 0.6 0.8 0.5
H -0.1 -1.0 0.0
H 0.2 0.4 0.0
H -0.6 0.3 -0.1

Atomic partial charges in e from the Löwdin method, atoms 1 to 2: number 1, Zr, carries 1.89; number 2, C, carries -0.67

---

This record from the OMol25 dataset describes 2 unconnected molecules or ions with the total composition C16H26BI2N2O5 at a distorted geometry. The level of theory is ωB97M-V/def2-TZVPD.

Energy above the lowest of the compared OMol25 structures with the same formula, charge and spin, kcal per mole: 212.9
Charge: -1
Calculated total energy, hartree: -1730.94590
F_max, eV Å⁻¹: 8.6
HOMO level, eV: -2.43

Cartesian coordinates (Å):
C: -4.935 -2.158 4.133
C: -3.479 -1.335 4.141
I: -3.753 0.254 5.685
C: -3.347 -0.667 2.639
I: -3.890 1.481 2.912
C: -1.841 -0.662 2.017
C: -1.341 -1.390 0.824
B: -2.349 -2.364 -0.034
O: -3.564 -1.744 -0.610
O: -1.993 -3.803 -0.218
C: 0.253 -1.166 0.369
O: 1.042 -2.175 -0.044
C: 0.787 0.411 0.521
C: 1.763 1.150 -0.597
C: 0.964 2.198 -1.573
C: -0.419 1.619 -2.234
N: -1.471 2.747 -2.211
C: 0.302 1.129 1.769
C: 0.691 2.678 2.136
N: 1.847 2.833 3.106
C: -0.722 0.302 2.801
O: -0.616 0.390 4.132
H: -4.996 -2.958 3.274
H: -5.198 -2.582 5.192
H: -5.746 -1.326 3.895
H: -2.619 -2.082 4.412
H: -4.190 -1.098 1.956
H: -4.086 -2.519 -1.019
H: -1.186 -3.920 0.398
H: 2.212 0.299 -1.295
H: 2.658 1.759 -0.095
H: 1.680 2.475 -2.482
H: 0.697 3.233 -1.066
H: -0.889 0.697 -1.689
H: -0.305 1.342 -3.387
H: -2.423 2.357 -2.447
H: -1.515 3.048 -1.206
H: -0.262 3.139 2.680
H: 0.909 3.235 1.103
H: 2.620 2.200 2.797
H: 1.462 2.531 4.050
C: 4.165 -1.505 -2.970
C: 4.018 -0.289 -3.900
C: 4.596 -0.635 -5.283
O: 4.737 0.697 -3.395
H: 5.211 -1.810 -2.839
H: 3.747 -1.303 -1.976
H: 3.624 -2.366 -3.381
H: 2.938 -0.156 -4.052
H: 5.659 -0.907 -5.238
H: 4.494 0.205 -5.982
H: 4.060 -1.487 -5.718

Force components x, y, z for each atom (eV/Å):
C -0.2 1.3 0.0
C -1.4 -1.4 -0.8
I 0.6 -2.5 1.6
C 1.0 -0.1 0.3
I 0.1 -0.1 -3.0
C 1.8 -0.9 -2.0
C -0.5 2.3 3.0
B -0.4 -0.9 -0.9
O 1.9 -3.9 0.6
O 0.5 3.7 2.0
C 3.0 -2.8 -1.0
O -5.3 6.3 2.5
C -1.5 1.7 3.2
C -0.1 -0.5 -0.4
C -0.2 0.1 -1.0
C -0.7 0.1 -0.8
N 0.1 -1.1 1.0
C 0.3 -2.4 -2.7
C -0.8 -0.4 -0.3
N -1.4 -1.1 -0.2
C 1.1 0.3 3.6
O -0.9 -0.5 -7.9
H 0.4 1.4 1.8
H 0.7 0.6 -2.2
H 1.6 -1.8 0.4
H -1.5 1.9 -0.5
H 2.0 0.8 1.0
H 1.1 1.8 0.8
H -1.7 0.1 -1.7
H -0.8 1.9 1.6
H -2.0 -1.6 -0.9
H -1.3 -0.7 2.1
H 0.5 -2.2 -0.7
H 1.3 1.4 -0.8
H 0.1 0.4 2.6
H 1.5 0.5 0.4
H -0.2 -0.3 -1.3
H 2.0 -0.9 -1.4
H -0.5 -1.2 2.5
H -1.0 0.6 0.7
H 1.0 0.2 -1.7
C -0.5 -0.9 -0.1
C 2.2 -0.7 0.1
C -0.4 -0.7 -0.7
O -0.2 1.9 0.8
H -0.1 0.3 -0.1
H 0.1 0.1 -0.1
H -0.1 -0.3 0.1
H -0.9 0.4 0.0
H -0.1 0.2 0.3
H 0.0 0.0 0.3
H -0.1 -0.2 -0.3

Atomic partial charges in e from the Löwdin method, atoms 1 to 2: number 1, C, carries -0.21; number 2, C, carries -0.70

---

This record from the OMol25 dataset describes a molecular structure, C16H26BN5O3PSbSe4TcTe. The level of theory is ωB97M-V/def2-TZVPD.

Energy above the lowest of the compared OMol25 structures with the same formula, charge and spin, kcal per mole: 0.0
Charge: +1
Calculated total energy, hartree: -11685.60533
F_max, eV Å⁻¹: 0.9
HOMO level, eV: -10.77

Cartesian coordinates (Å):
Tc: 0.959 -0.746 -0.327
Se: 2.692 -3.204 3.938
Sb: 3.230 -4.143 1.615
Se: 2.949 -1.337 -0.770
Se: 3.933 -1.242 3.434
Se: 1.315 -5.317 0.990
C: -0.219 4.773 2.289
C: 0.080 3.443 1.656
O: 0.825 2.630 2.636
P: 1.583 1.335 2.203
O: 0.716 0.380 1.420
Te: 2.326 0.510 4.347
O: 2.790 1.700 1.258
C: 3.793 2.696 1.611
C: 4.980 2.496 0.705
H: -0.773 5.383 1.574
H: 0.699 5.296 2.555
H: -0.828 4.650 3.184
H: 0.694 3.545 0.760
H: -0.827 2.895 1.404
H: 4.061 2.559 2.660
H: 3.342 3.680 1.484
H: 5.425 1.514 0.867
H: 5.732 3.254 0.920
H: 4.686 2.585 -0.340
C: -2.755 -0.670 -0.242
N: -3.127 -2.044 -0.686
C: -4.138 -1.975 -1.778
C: -1.923 -2.923 -1.035
C: -1.122 -2.387 -2.187
C: -1.527 -2.822 -3.453
C: -0.941 -2.349 -4.611
C: 0.056 -1.392 -4.506
C: 0.465 -0.959 -3.257
C: -0.062 -1.468 -2.060
H: -3.656 -0.141 0.060
H: -2.295 -0.145 -1.074
H: -2.066 -0.733 0.598
H: -3.570 -2.509 0.105
H: -3.695 -1.467 -2.630
H: -5.000 -1.417 -1.423
H: -4.436 -2.982 -2.058
H: -2.342 -3.899 -1.273
H: -1.342 -3.001 -0.127
H: -2.315 -3.565 -3.523
H: -1.262 -2.715 -5.577
H: 0.520 -0.983 -5.393
H: 1.245 -0.210 -3.216
B: -1.541 2.883 -1.432
C: -0.386 1.861 -1.251
N: 0.406 1.023 -1.111
H: -2.017 2.694 -2.523
H: -2.309 2.585 -0.533
H: -1.096 3.994 -1.275
N: -0.472 -2.063 5.329
C: -0.620 -2.366 4.226
N: -0.837 -2.760 2.972
C: -0.229 -2.340 1.970
N: 0.225 -2.090 0.900

Force components x, y, z for each atom (eV/Å):
Tc -0.9 0.2 0.0
Se 0.1 0.1 -0.2
Sb -0.2 -0.1 -0.2
Se 0.4 -0.2 0.0
Se -0.3 0.2 0.4
Se 0.2 0.0 0.1
C 0.0 0.0 0.0
C 0.0 0.0 0.0
O 0.0 0.0 0.0
P 0.1 0.1 -0.3
O 0.0 -0.2 -0.1
Te 0.3 -0.3 0.0
O -0.1 0.0 0.0
C 0.0 0.0 0.0
C 0.0 0.0 0.0
H 0.0 0.0 0.0
H 0.0 0.0 0.0
H 0.0 0.0 0.0
H 0.0 0.0 0.0
H 0.0 0.0 0.0
H 0.0 0.0 0.0
H 0.0 0.0 0.0
H 0.0 0.0 0.0
H 0.0 0.0 0.0
H 0.0 0.0 0.0
C 0.0 0.1 0.0
N 0.0 0.0 0.0
C 0.0 0.0 -0.1
C 0.0 0.0 -0.1
C 0.0 0.0 0.1
C 0.0 0.0 0.0
C 0.0 0.0 0.0
C 0.0 0.0 0.0
C 0.1 0.0 0.0
C 0.0 0.0 0.2
H 0.0 0.0 0.0
H 0.0 0.0 0.0
H 0.0 0.0 0.0
H 0.0 0.0 0.0
H 0.0 0.0 0.0
H 0.0 0.0 0.0
H 0.0 0.0 0.0
H 0.0 0.0 0.0
H 0.0 0.0 0.0
H 0.0 0.0 0.0
H 0.0 0.0 0.0
H 0.0 0.0 0.0
H 0.0 0.0 0.0
B -0.1 0.1 0.0
C 0.0 -0.1 -0.2
N 0.1 0.0 0.1
H 0.0 0.0 0.0
H 0.0 0.0 0.0
H 0.0 0.0 0.0
N 0.0 0.0 -0.1
C 0.1 0.1 0.0
N -0.2 0.0 0.0
C 0.2 -0.1 0.0
N 0.1 0.1 0.1

Atomic partial charges in e from the Löwdin method, atoms 1 to 2: number 1, Tc, carries 0.96; number 2, Se, carries -0.06

---

This record from the OMol25 dataset describes a molecular structure, C16H26Cl3FHfNO11P2. The level of theory is ωB97M-V/def2-TZVPD.

Energy above the lowest of the compared OMol25 structures with the same formula, charge and spin, kcal per mole: 16.0
Charge: +1
Calculated total energy, hartree: -3719.01455
F_max, eV Å⁻¹: 0.8
HOMO level, eV: -11.19

Cartesian coordinates (Å):
Hf: -0.259 -0.184 0.202
C: 1.130 1.762 -2.166
O: 1.396 1.045 -0.950
C: 2.787 0.997 -0.625
C: 3.005 -0.275 0.162
O: 1.960 -0.431 1.125
C: 2.251 0.042 2.449
C: 2.060 1.544 2.511
O: 0.953 1.847 1.680
C: 0.609 3.227 1.726
H: 1.561 1.222 -3.009
H: 1.549 2.766 -2.091
H: 0.054 1.816 -2.283
H: 3.050 1.898 -0.066
H: 3.374 0.969 -1.546
H: 3.977 -0.279 0.655
H: 2.950 -1.148 -0.489
H: 3.264 -0.257 2.722
H: 1.542 -0.468 3.093
H: 2.941 2.095 2.161
H: 1.869 1.852 3.545
H: 0.310 3.515 2.738
H: -0.218 3.381 1.041
H: 1.462 3.841 1.421
N: -5.220 1.110 -0.575
C: -3.887 0.751 0.065
C: -3.985 1.107 1.547
P: -3.570 -1.052 -0.138
O: -4.160 -1.183 -1.630
O: -4.283 -1.844 0.861
O: -2.042 -1.143 -0.238
P: -2.641 1.810 -0.770
O: -2.183 1.056 -2.111
O: -3.273 3.107 -1.056
O: -1.389 1.607 0.102
H: -5.980 0.964 0.092
H: -5.393 0.525 -1.399
H: -5.185 2.104 -0.848
H: -4.789 0.530 2.008
H: -4.154 2.177 1.681
H: -3.064 0.831 2.057
H: -4.209 -2.075 -1.998
H: -2.618 1.377 -2.912
Cl: 1.934 -4.457 -1.424
C: 1.077 -3.242 -2.353
Cl: 2.154 -2.538 -3.567
Cl: -0.349 -3.954 -3.132
C: 0.557 -2.110 -1.455
O: 0.563 -2.240 -0.201
O: 0.126 -1.059 -1.972
F: -2.142 -1.865 6.064
C: -1.701 -1.490 4.852
C: -1.544 -2.446 3.869
C: -1.093 -2.037 2.622
C: -0.785 -0.700 2.329
C: -0.973 0.222 3.373
C: -1.428 -0.154 4.629
H: -1.787 -3.478 4.084
H: -0.998 -2.795 1.852
H: -0.773 1.274 3.206
H: -1.579 0.561 5.427

Force components x, y, z for each atom (eV/Å):
Hf 0.6 0.2 0.5
C 0.0 0.0 0.0
O -0.1 -0.1 0.0
C 0.0 0.0 0.0
C 0.0 0.0 0.0
O -0.1 -0.1 -0.1
C 0.0 0.0 0.0
C 0.0 0.0 0.0
O -0.2 0.0 0.0
C 0.0 0.1 0.0
H 0.0 0.0 0.0
H 0.0 0.0 0.0
H 0.0 0.0 0.0
H 0.0 0.0 0.0
H 0.0 0.0 0.0
H 0.0 0.0 0.0
H 0.0 0.0 0.0
H 0.0 0.0 0.0
H 0.0 0.0 0.0
H 0.0 0.0 0.0
H 0.0 0.0 0.0
H 0.0 0.0 0.0
H 0.0 0.0 0.0
H 0.0 0.0 0.0
N 0.0 0.0 0.0
C -0.3 0.1 -0.1
C 0.0 0.0 0.0
P 0.3 -0.1 0.1
O 0.0 0.1 -0.2
O -0.1 -0.1 0.0
O 0.0 0.2 0.0
P 0.4 -0.4 -0.2
O -0.2 0.1 -0.2
O -0.1 0.1 0.2
O 0.0 -0.2 -0.2
H 0.0 0.0 0.0
H 0.0 0.0 0.0
H 0.0 0.0 0.0
H 0.0 0.0 0.0
H 0.0 0.0 0.0
H 0.0 0.0 0.0
H 0.0 0.0 0.1
H 0.0 0.0 0.0
Cl 0.0 0.0 0.0
C -0.1 -0.1 -0.1
Cl 0.0 0.0 0.0
Cl 0.0 0.0 0.0
C -0.2 0.2 0.2
O 0.0 -0.1 0.1
O -0.1 0.0 -0.1
F 0.0 0.0 0.0
C 0.0 0.0 0.0
C 0.0 0.1 0.0
C 0.0 -0.1 0.0
C 0.0 0.1 -0.1
C 0.0 0.0 0.0
C 0.0 0.0 0.0
H 0.0 0.0 0.0
H 0.0 0.0 0.0
H 0.0 0.0 0.0
H 0.0 0.0 0.0

Atomic partial charges in e from the Löwdin method, atoms 1 to 2: number 1, Hf, carries 1.86; number 2, C, carries -0.03

---

This record from the OMol25 dataset describes a molecular structure, C16H26DyIO4P2 at a distorted geometry. The level of theory is ωB97M-V/def2-TZVPD.

Expectation value of S²: 9.16
Charge: +2
Calculated total energy, hartree: -2791.11713
F_max, eV Å⁻¹: 7.6
HOMO level (spin up / spin down), eV: -14.27 / -14.27
Spin multiplicity: 6

Cartesian coordinates (Å):
C: -4.183 3.637 -5.002
C: -2.772 3.299 -4.566
H: -4.102 4.244 -5.914
H: -4.710 4.219 -4.237
H: -4.761 2.734 -5.229
O: -1.745 3.619 -5.110
I: -2.646 2.072 -2.703
Dy: -0.622 0.056 0.582
P: -0.342 -1.511 -1.817
C: 1.122 -2.407 -2.533
C: -1.147 -3.037 -1.187
H: -1.158 -3.778 -2.021
H: -1.231 -2.529 -3.857
H: -2.184 -2.837 -0.883
H: -2.146 -1.020 -3.426
H: 1.795 -2.755 -1.738
H: -0.629 -3.458 -0.314
C: -1.150 -1.481 -3.489
H: 0.780 -3.294 -3.120
H: -0.548 -0.903 -4.207
H: 1.693 -1.758 -3.207
P: -0.139 2.748 0.803
C: 1.390 3.572 1.358
C: -1.013 4.228 0.187
H: -1.919 2.179 2.456
H: -0.889 3.585 2.863
H: -0.278 1.900 3.135
C: -0.877 2.547 2.471
H: -2.024 3.949 -0.151
H: -1.032 4.942 1.035
H: 1.076 4.442 1.969
H: 1.958 3.913 0.485
H: -0.448 4.640 -0.664
H: 1.986 2.866 1.946
C: 1.298 0.630 -0.676
O: 2.406 0.734 -1.052
O: 1.123 0.047 2.227
C: 0.847 -1.212 2.368
O: -0.282 -1.667 1.893
C: 1.778 -2.198 2.974
C: 1.666 -3.508 2.482
C: 2.304 -4.548 3.182
C: 3.033 -4.257 4.356
C: 3.226 -2.909 4.801
C: 2.575 -1.876 4.071
H: 0.924 -3.678 1.697
H: 2.164 -5.568 2.773
H: 3.473 -5.099 4.892
H: 3.826 -2.679 5.690
H: 2.532 -0.835 4.409

Force components x, y, z for each atom (eV/Å):
C 0.1 0.0 -0.1
C 2.4 1.5 -2.5
H 0.1 -0.2 0.3
H 0.2 -0.3 0.0
H 0.2 0.1 0.2
O -2.9 -1.2 1.9
I 0.0 -0.2 0.3
Dy -0.6 -0.2 0.7
P 0.0 -2.7 -2.2
C 0.9 0.2 0.5
C -0.5 -0.3 0.3
H 0.0 0.5 0.7
H 0.1 0.7 0.4
H 0.1 -0.1 -0.1
H 0.3 -0.2 -0.2
H -0.1 0.0 -0.2
H -0.1 0.1 -0.3
C -0.7 0.7 0.0
H 0.0 0.8 0.6
H -0.2 -0.1 0.4
H -0.1 -0.1 0.2
P 0.2 1.7 1.1
C 0.3 -0.4 -0.3
C -0.3 -0.3 -0.3
H 0.2 0.2 0.0
H -0.2 -0.7 0.1
H -0.1 0.3 -0.3
C -0.5 0.1 0.3
H 0.3 0.4 0.2
H -0.1 -0.3 -0.6
H 0.3 -0.5 -0.3
H 0.0 0.0 0.3
H -0.3 -0.1 0.3
H 0.0 0.3 -0.1
C 7.2 0.6 -2.4
O -5.7 -0.3 1.7
O -1.2 -1.3 -0.7
C 0.8 0.0 0.2
O 0.5 0.8 -0.1
C -0.6 -0.1 -0.4
C -0.1 -0.3 1.2
C -0.3 0.5 -0.5
C 0.2 0.8 -0.4
C -0.9 -0.4 -1.2
C 0.2 -0.4 0.8
H 0.6 -0.3 0.1
H 0.3 0.6 0.7
H 0.0 0.4 0.0
H -0.4 -0.2 -0.5
H 0.4 -0.4 0.0

Atomic partial charges in e from the Löwdin method, atoms 1 to 2: number 1, C, carries -0.08; number 2, C, carries -0.74

---

> Number 3 is which compound?

C16H26BN5O3PSbSe4TcTe

---

> Among the records above, which one has the lowest calculated total energy?

C16H26BN5O3PSbSe4TcTe

---

> Look up the F_max of the third one.

0.9 eV Å⁻¹